Record 1
The following is a quantum chemistry calculation of a molecular structure, C21H26AlNO5STe, from the Open Molecules 2025 dataset.

Structure (XYZ):
```
56
Properties=species:S:1:pos:R:3
Al 0.60020 -0.37962 0.85046
C 5.91154 -1.49866 -2.63887
C 4.43376 -1.51284 -2.33781
C 3.75086 -2.76835 -2.38185
C 2.36257 -2.74040 -2.24203
C 1.66464 -1.59517 -1.93639
C 2.32726 -0.25425 -1.66432
C 3.79608 -0.35417 -2.04549
S -0.05602 -1.63285 -1.79586
O -0.57243 -2.88695 -2.31887
O -0.58271 -0.39950 -2.34529
N -0.38356 -1.58703 -0.18913
C -0.47651 -2.87930 0.47777
C -0.10010 -2.72570 1.95118
O -0.30433 -3.62617 2.75024
O 0.46261 -1.58621 2.24270
H 6.11634 -1.93383 -3.62259
H 6.46037 -2.09677 -1.90340
H 6.31204 -0.48293 -2.61923
H 4.27404 -3.67431 -2.66357
H 1.78117 -3.64453 -2.39484
H 1.84477 0.49943 -2.30925
H 4.36303 0.57243 -2.08328
H 0.21596 -3.61567 0.05008
H -1.47554 -3.31615 0.41529
C 3.92935 5.33412 4.38104
C 2.81053 4.47480 3.85219
C 1.90289 4.97088 2.92831
C 0.89039 4.17871 2.39295
C -0.03570 4.78795 1.37641
C 0.76931 2.83828 2.79334
Te -0.80253 1.63695 2.00084
C 1.67771 2.32467 3.73410
C 1.61839 0.89776 4.19582
C 2.67714 3.15155 4.24342
H 3.66124 6.39206 4.35429
H 4.83806 5.21036 3.78531
H 4.17675 5.07249 5.41176
H 1.98637 6.00468 2.60309
H 0.24009 5.82659 1.18090
H -1.07323 4.75562 1.71473
H -0.00498 4.22393 0.44248
H 1.92043 0.20726 3.40594
H 0.60059 0.60969 4.46281
H 2.27650 0.73971 5.05309
H 3.37518 2.73800 4.96640
C 3.50966 -1.50044 0.86106
O 2.56179 -0.43734 0.93004
C 2.04083 0.36949 -0.28321
C 2.63059 1.75235 -0.14659
H 4.52127 -1.09622 0.77710
H 3.32369 -2.16834 0.02108
H 3.40672 -2.05252 1.79787
H 3.71942 1.75924 -0.28751
H 2.40929 2.18988 0.82780
H 2.18597 2.40016 -0.90806
```

Properties
- HOMO (hartree) = -0.00255
- F_max (eV/A) = 0.104
- spin multiplicity = 1
- total charge = -2
- energy above the lowest of the compared OMol25 structures with the same formula, charge and spin (eV) = 0.0000
- gap between HOMO and LUMO (eV) = 4.28
- LUMO energy (eV) = 4.215
- electronic energy (hartree) = -2155.5418

***

Record 2
The following is a quantum chemistry calculation of a molecular structure, C21H26AsBIMnN4O8S2, from the Open Molecules 2025 dataset.

Structure (XYZ):
```
65
Properties=species:S:1:pos:R:3
Mn -0.28548 0.51850 -0.28240
C 0.96576 -2.76767 -0.00398
C 2.11338 -1.88265 -0.53336
N 2.02401 -0.50764 -0.05050
C 2.63851 -0.25024 1.24958
C 1.85868 -0.76387 2.46962
S 0.06914 -0.44333 2.53369
C -0.64177 -2.10517 2.46778
C -1.21899 -2.48478 1.09949
N -0.33193 -2.09585 0.01421
H 1.20225 -3.06721 1.01925
H 0.94032 -3.68974 -0.58964
H 2.07528 -1.87401 -1.61432
H 3.06519 -2.33685 -0.24392
H 2.42400 0.13383 -0.71488
H 2.77559 0.81890 1.32841
H 3.63155 -0.70412 1.31021
H 2.28691 -0.28089 3.34860
H 1.98704 -1.83859 2.60364
H -1.45089 -2.12466 3.20135
H 0.12026 -2.80621 2.82005
H -2.14973 -1.94885 0.93047
H -1.44355 -3.55788 1.11730
H -0.81642 -2.16190 -0.86716
O -3.16410 -0.87584 -2.95498
As -2.94802 0.76245 -1.90322
O -4.49188 1.23884 -1.66005
O -2.16404 -0.20393 -0.71683
C -2.07003 1.47379 -3.48775
C -2.54675 1.17538 -4.76340
C -1.88442 1.69376 -5.86732
C -0.75013 2.49583 -5.70956
C -0.27818 2.80109 -4.43992
C -0.95988 2.29258 -3.34076
S -0.41672 2.62620 -1.66986
O -0.01410 4.03488 -1.67448
O -1.79913 2.35428 -0.99343
O 0.54633 2.01453 0.90853
H -3.62858 -1.42222 -2.30659
H -3.41687 0.54359 -4.87394
H -2.24960 1.46832 -6.86399
H -0.23884 2.88371 -6.58286
H 0.58588 3.44841 -4.29117
O 1.12864 2.97690 3.08584
B 1.32805 2.69662 1.68825
O 2.60914 3.27379 1.33868
C 3.14990 3.77360 2.48826
C 4.38246 4.35340 2.67936
C 4.71131 4.76181 3.98352
C 3.82174 4.57712 5.03440
C 2.56957 3.97906 4.82071
C 2.26081 3.59356 3.53831
H 5.06727 4.48870 1.84592
H 5.67323 5.22713 4.17015
H 4.09672 4.89810 6.03461
H 1.86361 3.82028 5.62935
I 2.39154 -1.31204 -6.09763
C 1.08949 -1.10484 -4.52161
C -0.18630 -1.61074 -4.41647
N -0.67827 -1.21011 -3.22801
N 0.21215 -0.44456 -2.56115
C 1.27602 -0.36261 -3.34625
H -0.78094 -2.19138 -5.10948
H -1.73817 -1.14312 -3.02940
H 2.13848 0.23217 -3.05423
```

Properties
- <S²> = 8.75
- HOMO (spin up / spin down) (hartree) = -0.19420 / -0.20576
- F_max (eV/A) = 1.279
- spin multiplicity = 6
- total charge = -1
- energy above the lowest of the compared OMol25 structures with the same formula, charge and spin (eV) = 0.6342
- gap between HOMO and LUMO (spin up / spin down) (eV) = 7.18 / 7.49
- LUMO energy (spin up / spin down) (eV) = 1.895 / 1.895
- electronic energy (hartree) = -6142.7410

***

Record 3
The following is a quantum chemistry calculation of 4 unconnected molecules or ions with the total composition C21H26BN3O8PS, from the Open Molecules 2025 dataset.

Structure (XYZ):
```
61
Properties=species:S:1:pos:R:3
C 3.73624 -1.28110 -5.58521
O 4.97230 -1.66142 -4.91673
B 4.71253 -2.45407 -3.78904
O 3.80344 -3.54388 -3.93559
S 5.50215 -2.07190 -2.09641
P 4.85478 -3.61198 -0.68513
C 5.16687 -5.24715 -1.55401
C 3.01674 -3.26132 -0.52071
H 3.06121 -0.69398 -4.91600
H 4.03216 -0.69509 -6.49123
H 3.17572 -2.16809 -5.98269
H 3.01218 -3.24760 -3.44320
H 6.87415 -2.21400 -2.17718
H 4.20750 -5.55885 -2.04195
H 5.86482 -5.03173 -2.40807
H 5.60814 -6.03263 -0.90571
H 2.36891 -4.16053 -0.62998
H 2.77120 -2.74728 0.44347
H 2.72498 -2.52168 -1.31703
C -2.34444 -1.31242 2.30347
C -2.93982 -0.59874 1.26957
C -2.31580 -0.51633 0.03289
C -1.09699 -1.15747 -0.15674
C -0.49029 -1.86771 0.87385
C -1.11947 -1.94251 2.10781
N -0.45124 -1.09242 -1.46580
O -0.99644 -0.45108 -2.33514
O 0.60475 -1.69208 -1.62061
H -2.83773 -1.37909 3.26661
H -3.89222 -0.10896 1.42594
H -2.78650 0.03954 -0.76268
H 0.45963 -2.36361 0.72991
H -0.65871 -2.49492 2.91750
C -4.29041 5.23779 -3.43212
C -3.50113 4.09463 -3.37478
C -3.82154 3.07228 -2.49263
C -4.93832 3.20561 -1.67594
C -5.72896 4.34715 -1.72077
C -5.39969 5.36596 -2.60396
N -5.29471 2.12137 -0.76251
O -4.57087 1.14067 -0.73216
O -6.29102 2.25357 -0.08801
H -4.04054 6.03186 -4.12608
H -2.63732 3.99964 -4.02077
H -3.20133 2.18612 -2.45531
H -6.59588 4.45406 -1.08219
H -6.00983 6.25911 -2.65001
C 2.42167 1.79787 5.23268
C 1.53690 2.70493 4.66065
C 0.16748 2.50723 4.77528
C -0.30273 1.39928 5.46914
C 0.57318 0.48328 6.03791
C 1.94125 0.68669 5.91647
N -1.74499 1.20059 5.61385
O -2.48253 2.00897 5.08866
O -2.12254 0.23912 6.25310
H 3.49024 1.95836 5.14649
H 1.91515 3.56855 4.12799
H -0.51395 3.21837 4.32738
H 0.20786 -0.38224 6.57490
H 2.63381 -0.01873 6.35856
```

Properties
- HOMO (hartree) = -0.42745
- F_max (eV/A) = 4.188
- spin multiplicity = 1
- total charge = +1
- energy above the lowest of the compared OMol25 structures with the same formula, charge and spin (eV) = 0.9030
- gap between HOMO and LUMO (eV) = 7.73
- LUMO energy (eV) = -3.903
- electronic energy (hartree) = -2345.9220

***

Record 4
The following is a quantum chemistry calculation of a molecular structure, C21H26BrNO7PS2TcTe5, from the Open Molecules 2025 dataset.

Structure (XYZ):
```
65
Properties=species:S:1:pos:R:3
Tc -0.78490 -1.20323 1.42672
Te 1.97918 1.78647 2.35821
Te 4.54398 1.98427 1.51802
Te -0.51802 2.81109 2.37458
Te -0.21800 0.48181 3.13512
C 4.55579 -2.05383 0.56557
C 3.16899 -2.58296 0.41143
C 2.79713 -3.56665 -0.50101
C 1.47106 -3.97300 -0.58723
C 0.54988 -3.35214 0.21756
Br -1.37039 -3.61892 0.09737
N 0.86706 -2.37438 1.08523
C 2.16124 -2.05783 1.21052
H 5.25647 -2.56733 -0.08932
H 4.89420 -2.14785 1.59818
H 4.59634 -0.97624 0.37829
H 3.53178 -4.00712 -1.16240
H 1.15176 -4.73349 -1.28462
H 2.42379 -1.29091 1.93088
C -3.67440 -1.45133 4.98809
S -2.22089 -1.01544 4.06454
O -1.13528 -1.24088 4.99412
O -2.16091 -1.89669 2.88532
O -2.40969 0.40960 3.76090
H -3.61263 -2.51215 5.21631
H -4.55459 -1.22411 4.39174
H -3.65130 -0.85035 5.89399
C -4.23157 2.91863 3.74449
C -4.19010 2.37912 2.32944
O -4.72605 1.07287 2.22932
P -4.02229 -0.05733 1.26273
O -2.48888 0.13656 1.12103
Te -5.00911 -2.18394 1.36623
O -4.57594 0.43508 -0.18851
C -3.98813 1.48274 -0.95546
C -3.04888 0.95069 -2.02011
H -4.03808 3.99051 3.72756
H -3.50486 2.43757 4.39035
H -5.22027 2.74291 4.17427
H -3.18395 2.34813 1.92518
H -4.75980 3.05684 1.68037
H -3.44842 2.18892 -0.32004
H -4.82516 2.01947 -1.40996
H -2.13997 0.56021 -1.56687
H -2.77465 1.76223 -2.69711
H -3.54146 0.15635 -2.58171
C 4.81280 -0.47157 -4.57958
C 5.06091 0.63632 -5.56800
O 5.73645 0.52333 -6.55773
S 4.33753 2.23917 -5.21133
C 3.10484 1.83576 -3.98547
C 1.89798 1.31589 -4.44574
C 0.94896 0.84484 -3.55374
C 1.21001 0.91579 -2.18319
C 2.39357 1.51404 -1.73852
C 3.35423 1.96974 -2.62686
C 0.39514 0.31759 -1.17319
C -0.03118 -0.21532 -0.15987
H 5.28062 -1.37883 -4.95780
H 3.74836 -0.64253 -4.43455
H 5.24080 -0.19735 -3.61487
H 1.72240 1.24642 -5.51146
H 0.02718 0.40762 -3.91400
H 2.57496 1.59159 -0.67484
H 4.26435 2.37351 -2.19854
```

Properties
- <S²> = 3.79
- HOMO (spin up / spin down) (hartree) = -0.16355 / -0.16785
- F_max (eV/A) = 4.510
- spin multiplicity = 4
- total charge = -1
- energy above the lowest of the compared OMol25 structures with the same formula, charge and spin (eV) = 2.5779
- gap between HOMO and LUMO (spin up / spin down) (eV) = 6.29 / 4.89
- LUMO energy (spin up / spin down) (eV) = 1.839 / 0.318
- electronic energy (hartree) = -6529.9235